ORCA calculation (ωB97M-V with the def2-TZVPD basis set) on one molecule with the formula C3H10N2S.

**Charge**: 0
**ΔE to the lowest compared entry with this formula, charge and spin**: 0.700 eV
**HOMO level**: -0.33650 Eh
**LUMO level**: 1.0 eV
**E_tot**: -627.96890 a.u.

Cartesian coordinates (Å):
N: 2.83794 -0.82917 0.28567
C: 1.42274 -0.98435 0.00114
N: 0.65312 0.24718 0.24707
C: -0.76180 0.04351 0.14845
C: -1.67000 1.26054 -0.08959
S: -3.47324 0.84806 -0.05371
H: 2.85002 -0.51985 1.25213
H: 3.35142 -0.18464 -0.28473
H: 1.20418 -1.45535 -0.95801
H: 1.10854 -1.72254 0.75388
H: 1.01618 0.92118 -0.41669
H: -1.12794 -0.60637 -0.70135
H: -1.12752 -0.52344 0.99591
H: -1.42000 2.00120 0.68309
H: -1.58964 1.77142 -1.04775
H: -3.27401 -0.26739 -0.81551

Cartesian forces, eV/Å:
-0.6376 -0.4961 0.3553
0.0441 -0.3360 1.2011
0.5713 -0.0294 -0.3955
-1.9906 -0.7497 -1.8494
0.1745 0.7063 0.8544
0.8768 -0.6076 0.0531
0.5297 0.1248 -0.1617
-0.0626 0.3718 -0.3211
0.2688 0.2452 -0.3767
-0.3080 0.1489 -0.2155
-0.3961 0.2825 -0.0744
1.0129 -0.0365 0.2168
0.0355 0.1893 0.5829
-0.5728 0.0010 -0.0865
0.7615 -0.2963 -0.0699
-0.3074 0.4818 0.2871

ORCA calculation (ωB97M-V with the def2-TZVPD basis set) on an isolated ion of composition C13H20N3O7 and charge -1.

**Charge**: -1
**ΔE to the lowest compared entry with this formula, charge and spin**: 0.000 eV
**HOMO level**: -0.23213 Eh
**LUMO level**: 2.9 eV
**E_tot**: -1198.52240 a.u.

Cartesian coordinates (Å):
C: -3.31369 2.47462 -0.52993
N: -2.19823 1.56980 -0.28620
C: -1.00985 1.99285 0.19809
O: -0.69952 3.18543 0.36052
C: 0.04180 0.92788 0.61546
C: 0.06061 0.77778 2.17310
C: -1.30443 0.72845 2.87503
C: -1.29057 -0.15603 4.14072
O: -0.70049 0.21346 5.17253
O: -2.07577 -1.24398 4.08957
N: -0.18992 -0.39351 0.00162
C: 0.71639 -1.37382 -0.13559
O: 1.81662 -1.33710 0.39318
C: 0.30718 -2.54346 -1.05969
C: -0.32376 -3.69622 -0.21186
C: -1.87512 -3.66444 0.05194
C: -2.38556 -2.26975 0.43162
O: -2.73328 -1.54302 -0.49360
O: -2.31735 -1.84223 1.61250
N: -0.60364 -2.18065 -2.11368
C: -0.35335 -2.06095 -3.42030
C: -1.51614 -1.70888 -4.32166
O: 0.75342 -2.29275 -3.84722
H: -3.68228 2.79180 0.44185
H: -4.12797 1.97538 -1.04999
H: -2.98475 3.32529 -1.12897
H: -2.42224 0.56242 -0.22555
H: 0.98743 1.30193 0.29192
H: 0.57857 1.61467 2.60087
H: 0.60698 -0.11868 2.47046
H: -2.11988 0.44811 2.21113
H: -1.55594 1.75699 3.15782
H: -2.19729 -1.54418 3.15237
H: -1.10326 -0.63036 -0.36769
H: 1.23937 -2.94434 -1.46760
H: 0.18723 -3.76508 0.75887
H: -0.08077 -4.62677 -0.69406
H: -2.39826 -3.97917 -0.85441
H: -2.15219 -4.37385 0.83689
H: -1.54174 -1.89771 -1.78779
H: -1.04703 -1.18348 -5.16112
H: -2.01545 -2.58978 -4.61985
H: -2.18486 -0.97752 -3.81946

Cartesian forces, eV/Å:
0.4397 -0.0490 0.3022
-0.0504 -1.0231 -0.1412
0.8850 0.8661 0.3523
-0.7093 -1.3258 -0.3012
-1.3134 -1.3045 0.9191
-0.2053 -0.1586 -0.0734
-0.3171 0.2706 -0.0079
0.1402 1.4090 1.3681
-1.3047 -1.2096 -2.2487
1.0571 0.4043 0.6626
-0.4943 0.6251 -0.5719
0.4988 0.5509 -0.1523
0.1915 -0.2826 -0.0407
-0.1870 -0.6986 0.7265
-0.3969 0.2511 0.8796
0.3343 0.0165 -0.1067
0.8357 -0.5781 2.2587
-1.0396 1.5262 -2.3433
-0.0964 -1.0628 -0.2840
-1.7852 0.5779 0.7142
0.3152 -0.4535 0.5051
0.8488 2.1598 0.7276
1.1946 -0.1331 -1.2035
-0.2250 0.4804 -0.0148
0.1941 -0.2584 -0.0449
-0.0178 0.0020 0.2287
0.0155 0.7306 -0.0814
0.6847 0.1888 -0.2281
0.5076 0.4183 0.0722
0.2356 0.0491 -0.5257
0.1702 -0.4947 -0.0212
0.0575 -0.1970 0.4109
-0.1541 0.1388 -0.1591
0.1333 0.4296 0.0828
-0.1832 0.3573 -0.1078
-0.0274 0.3316 -0.1911
-0.0800 -0.4651 -0.4122
0.0489 0.1189 -0.0015
0.3264 0.0597 -0.0019
0.3928 -0.3786 -0.1801
-0.3397 -0.3449 -0.0849
-0.6874 -0.8580 -0.4108
0.1069 -0.6866 -0.2706

ORCA calculation (ωB97M-V with the def2-TZVPD basis set) on C32H43BFInN8S3Si as an isolated structure.

**Charge**: -2
**ΔE to the lowest compared entry with this formula, charge and spin**: 0.000 eV
**HOMO level**: -0.03739 Eh
**LUMO level**: 3.9 eV
**E_tot**: -3482.43002 a.u.

Cartesian coordinates (Å):
In: 0.33632 -0.08540 -0.04694
C: -2.87149 1.43641 -1.73168
C: -2.98711 1.22482 -0.25572
C: -4.14333 1.40408 0.52741
C: -3.78162 1.04848 1.80649
C: -4.61070 1.05370 3.05039
N: -2.48326 0.68997 1.77982
N: -1.98630 0.80355 0.51039
B: -1.59205 0.29363 2.98647
N: -0.41025 1.26932 3.06568
N: 0.42847 1.38538 2.00484
C: 1.21106 2.43007 2.24202
C: 2.17113 2.94579 1.22386
C: 0.90886 2.96881 3.50978
C: -0.13529 2.20926 3.99081
C: -0.89968 2.35125 5.26723
N: -1.09841 -1.16641 2.82862
N: -0.60065 -1.61274 1.64961
C: -0.33200 -2.90588 1.79812
C: 0.19911 -3.74966 0.68050
C: -0.65579 -3.30350 3.10809
C: -1.13536 -2.16735 3.72803
C: -1.61461 -1.99062 5.13216
H: -3.81048 1.15702 -2.21487
H: -2.06827 0.84564 -2.16549
H: -2.65346 2.48079 -1.96071
H: -5.11875 1.72552 0.19554
H: -5.63470 1.32580 2.79380
H: -4.23583 1.77337 3.78058
H: -4.62296 0.07506 3.53331
H: -2.24518 0.36915 3.99512
H: 1.63511 3.46148 0.42546
H: 2.72348 2.14832 0.74139
H: 2.87525 3.64150 1.68320
H: 1.38494 3.80646 3.99717
H: -0.44624 3.13912 5.86903
H: -0.89700 1.42763 5.84943
H: -1.94320 2.61854 5.08436
H: 0.39644 -3.15653 -0.21139
H: -0.52688 -4.52278 0.41557
H: 1.12558 -4.24567 0.98107
H: -0.54573 -4.28351 3.54728
H: -1.55786 -2.94620 5.65393
H: -2.64656 -1.63744 5.16539
H: -1.00285 -1.26556 5.67256
S: 1.85568 3.59924 -3.41001
C: 1.96117 2.30630 -2.31376
S: 0.36353 1.84156 -1.65934
S: 3.39916 1.52302 -1.89039
C: -3.18148 -1.92592 -0.34104
C: -2.32785 -1.87163 -1.58740
C: -2.89069 -2.21120 -2.80157
C: -2.06575 -2.18618 -3.93973
C: -0.73428 -1.92728 -3.81534
C: -0.15348 -1.70093 -2.51321
N: -1.02252 -1.57189 -1.44133
N: 1.11490 -1.53921 -2.25361
Si: 2.41719 -1.92178 -3.28193
C: 2.22728 -3.67231 -3.99729
C: 4.01860 -1.96724 -2.31738
C: 2.70221 -0.77015 -4.72759
H: -3.47802 -2.96378 -0.16010
H: -4.09085 -1.33325 -0.45549
H: -2.63355 -1.57168 0.52512
H: -3.94429 -2.45373 -2.86396
H: -2.49356 -2.36569 -4.92173
H: -0.09059 -1.86345 -4.68309
H: 1.79185 -4.33415 -3.23923
H: 3.19706 -4.08653 -4.29561
H: 1.56758 -3.69621 -4.86944
H: 3.97441 -2.66544 -1.47457
H: 4.25901 -0.97576 -1.92224
H: 4.83042 -2.27703 -2.98653
H: 1.97691 -0.92109 -5.53547
H: 3.70760 -0.92077 -5.13645
H: 2.62381 0.27006 -4.39378
F: 4.77954 -0.12803 5.51513
C: 4.15481 -0.28872 4.30635
C: 4.63074 0.39079 3.20773
C: 4.00865 0.19761 1.97809
C: 2.91600 -0.66444 1.82602
C: 2.31069 -0.92068 0.49562
C: 2.46018 -1.31071 2.98394
C: 3.07277 -1.13559 4.22007
H: 5.48005 1.05601 3.31096
H: 4.38780 0.70670 1.09829
H: 2.10454 -1.97706 0.32859
H: 2.89222 -0.52671 -0.33102
H: 1.59427 -1.95864 2.91254
H: 2.71775 -1.64689 5.10788

Cartesian forces, eV/Å:
0.4357 0.0787 -0.3169
-0.0233 -0.0085 0.0571
0.0677 0.0140 0.0498
-0.0658 -0.0111 -0.0992
0.0852 0.0183 0.0379
-0.0041 -0.0161 -0.0243
0.2063 -0.0466 -0.0373
-0.3025 -0.0582 0.0844
0.0626 0.1100 -0.0827
0.0250 -0.2531 0.0211
-0.1390 0.2996 0.0359
0.0362 -0.0461 -0.0117
-0.0752 0.0875 0.1787
0.0112 0.0684 -0.0825
-0.0339 -0.0037 -0.0443
0.0141 -0.0055 0.0025
0.0101 0.0287 -0.0575
-0.0057 -0.1395 0.2522
-0.1688 0.0343 -0.1064
0.0158 0.0333 0.0589
0.0261 -0.0908 -0.0449
-0.0536 0.0368 -0.0163
0.0097 -0.0153 -0.0126
-0.0015 0.0138 0.0114
-0.0111 -0.0110 0.0166
0.0140 -0.0134 0.0120
0.0395 0.0088 -0.0106
-0.0015 -0.0017 0.0085
0.0008 -0.0054 -0.0057
0.0014 0.0091 -0.0153
0.0589 -0.0050 -0.0687
-0.0176 0.0259 0.0104
0.0709 -0.1143 -0.1085
0.0254 -0.0365 0.0082
-0.0259 -0.0397 -0.0402
-0.0076 -0.0134 0.0066
0.0119 0.0078 -0.0098
0.0211 -0.0043 -0.0032
-0.0156 -0.0058 0.0476
0.0031 0.0021 0.0097
-0.0158 0.0089 0.0058
-0.0046 0.0313 -0.0315
0.0052 0.0139 0.0049
0.0098 -0.0038 -0.0067
-0.0015 -0.0045 -0.0116
0.0493 -0.1727 0.1607
-0.0869 0.0364 -0.0980
0.0490 0.0937 0.0572
-0.2127 0.2469 0.0156
0.0184 -0.0132 -0.0738
0.1517 -0.1388 0.2395
0.0419 0.0257 -0.0280
0.0040 0.0200 0.0406
0.0197 -0.0997 0.0695
-0.2042 0.2726 -0.1662
-0.1751 0.1887 -0.1630
-0.2033 -0.1697 0.1409
0.3355 0.0213 0.0024
-0.1425 -0.1432 0.0120
0.1830 -0.0273 0.1735
-0.1649 0.2199 -0.1864
0.0091 0.0075 0.0015
0.0164 -0.0117 -0.0082
-0.0514 -0.0158 -0.0392
0.0144 0.0079 0.0090
0.0144 0.0086 -0.0043
0.0011 -0.0422 0.0165
0.0646 0.0067 -0.0571
-0.0437 0.0549 0.0138
0.0103 -0.0109 0.0240
-0.0055 0.0215 -0.0675
-0.0251 -0.1620 -0.0936
-0.0225 -0.0161 0.0341
0.0524 -0.0055 0.0298
-0.0548 0.0109 -0.0072
0.0631 -0.0798 -0.0347
0.0068 0.0337 0.0469
0.0159 0.0197 -0.0215
-0.0234 0.0711 -0.1265
0.0902 -0.0280 -0.0048
0.0147 -0.1855 -0.1133
-0.3520 0.0309 0.2921
-0.0466 0.0607 0.0687
-0.1275 -0.0337 -0.0782
-0.0158 -0.0224 -0.0092
0.0069 0.0042 0.0258
0.2038 -0.0158 0.0801
0.1111 -0.0386 0.1337
0.1318 -0.0146 0.0583
-0.0146 0.0060 -0.0370

ORCA calculation (ωB97M-V with the def2-TZVPD basis set) on C26H54BFINO3 as an isolated structure.

**Charge**: 0
**HOMO level**: -0.13994 Eh
**LUMO level**: -0.8 eV
**E_tot**: -1725.28293 a.u.

Cartesian coordinates (Å):
C: -2.60865 4.90344 -0.18445
C: -1.32162 4.96108 -1.25148
C: -1.30733 3.66681 -2.25377
C: -0.24547 2.48873 -1.93486
C: -0.65976 1.23540 -0.99468
C: -2.27461 0.87856 -1.28536
C: -2.65903 0.33474 -2.74469
O: -2.35247 1.14193 -3.91423
C: -3.54334 1.63093 -4.62264
C: -3.00328 2.87666 -5.59957
C: 0.32944 -0.01354 -1.55475
C: 1.87575 0.47208 -1.68849
C: 3.06625 -0.60077 -1.47705
C: 3.44670 -1.33127 -2.93353
C: 0.02450 -1.37337 -0.71045
C: 0.55066 -2.78676 -1.30733
C: 0.28490 -2.98960 -2.94650
F: -0.20977 -3.94875 -0.70505
C: 0.49196 -1.00704 0.83035
C: 0.32656 -2.27612 1.89656
C: 1.73159 -3.14086 1.98082
C: 2.70241 -2.49862 3.16151
C: 2.66901 -3.35717 4.57252
C: 2.21586 -2.42487 5.86746
C: 0.59129 -2.23776 6.01886
O: -0.18932 -3.42294 5.58915
C: -1.60524 -3.06018 5.41620
C: -0.59000 0.11812 1.32163
N: -0.62774 1.40398 0.49176
B: 0.35658 2.32200 1.14683
C: 1.84703 1.97078 1.76043
O: -0.07486 3.74209 1.40990
H: -2.41701 5.72138 0.65733
H: -3.64582 5.08525 -0.72560
H: -2.53994 3.86077 0.35215
H: -1.56362 5.90798 -1.93836
H: -0.30404 5.20733 -0.73028
H: -0.95716 4.11916 -3.30739
H: -2.42028 3.36447 -2.43920
H: -0.02561 2.00144 -3.00881
H: 0.78810 3.02178 -1.67813
H: -2.97650 1.81088 -1.02953
H: -2.65125 0.04539 -0.51391
H: -3.83419 0.12437 -2.76401
H: -2.16652 -0.74437 -2.87962
H: -4.38112 2.04278 -3.91715
H: -3.92407 0.80173 -5.38441
H: -3.43235 3.90152 -5.22540
H: -3.17537 2.66354 -6.74014
H: -1.82095 2.95391 -5.46248
H: 0.00048 -0.25372 -2.67904
H: 2.00930 0.88599 -2.80396
H: 2.16420 1.42477 -1.02843
H: 4.04994 0.02512 -1.21343
H: 2.95291 -1.37351 -0.61215
H: 4.40347 -0.79293 -3.38768
H: 2.55771 -1.09287 -3.66714
H: 3.65061 -2.48220 -2.78995
H: -1.15688 -1.53649 -0.60517
H: 1.67711 -3.04537 -1.14273
H: -0.16679 -4.07735 -3.14406
H: 1.26811 -2.94006 -3.57909
H: -0.55999 -2.24893 -3.35085
H: 1.60503 -0.66635 0.93041
H: -0.59871 -2.96844 1.62657
H: 0.10534 -1.84162 2.96953
H: 1.54859 -4.30703 2.15693
H: 2.37116 -3.08026 0.97943
H: 3.81930 -2.49087 2.78674
H: 2.41107 -1.35974 3.35324
H: 3.73252 -3.81404 4.86342
H: 1.96718 -4.28131 4.39521
H: 2.74662 -2.79473 6.86840
H: 2.67947 -1.34786 5.64947
H: 0.37609 -2.01135 7.17027
H: 0.29065 -1.26161 5.40328
H: -2.13192 -3.21029 6.45974
H: -1.77015 -1.92966 5.09818
H: -2.11077 -3.70255 4.54879
H: -0.32050 0.36156 2.45926
H: -1.66891 -0.38952 1.38134
H: -1.57775 1.81887 0.75288
H: 2.13118 2.78937 2.58355
H: 1.85179 0.94510 2.37217
H: 2.72337 1.99632 0.98793
H: 0.22293 3.93029 2.35867
I: -1.04408 -2.44379 -4.77191

Cartesian forces, eV/Å:
1.4859 0.1476 0.2821
-1.4695 1.0160 -0.5779
0.2875 1.6606 -0.8413
0.3605 0.6540 -1.3700
-1.0051 -1.5428 -4.0807
-0.6750 0.2632 0.5189
-1.1518 -2.1227 -0.1089
-1.4904 0.1398 1.2757
0.5317 0.7956 -2.0885
1.0136 -0.2032 0.7344
-0.7556 -0.7004 -0.8063
0.9915 0.9844 -0.3412
1.6528 0.3341 -0.8020
-0.1133 0.7087 0.3342
-0.2566 -0.1745 1.4399
1.1178 -1.7271 -1.3997
3.3277 -2.2464 5.7452
1.0709 2.4013 -0.1172
-1.1432 -0.9685 0.4130
0.0076 -0.2096 -0.1066
0.6657 0.1696 0.0321
0.4867 -0.3077 0.0174
0.1297 -0.1092 0.4034
0.4427 0.0268 -0.5526
0.5983 0.7107 0.7861
-0.3434 2.5640 -0.2737
-0.8055 0.2426 0.0919
0.3168 -2.6246 1.9840
-1.3780 0.3725 1.4595
2.0213 4.1754 1.7559
0.4204 -0.2766 1.4747
0.6886 -3.9157 1.2083
-0.6620 -1.7196 -1.8333
2.2884 -0.5418 1.1761
-0.5680 1.9673 -0.9735
0.6462 -2.0114 1.4349
-1.9799 -0.7997 -0.8550
-0.6880 -1.2001 2.2767
2.2442 0.1598 0.4275
-0.6650 0.8486 2.5885
-2.1849 -1.2310 -0.0772
1.8282 -1.6183 -0.4359
0.9789 1.6234 -1.8066
2.4462 0.4242 0.3684
-0.9277 2.3565 0.0460
1.5602 -1.0228 -1.1286
0.5534 1.4950 2.0455
0.6394 -1.9604 -1.0302
0.0233 0.5582 2.3627
-2.5699 -0.2988 -0.2405
0.3544 0.7604 2.4658
-0.2954 -0.9280 2.4775
-1.0030 -2.1141 -1.1505
-2.2133 -1.2519 -0.3382
-0.1425 1.4540 -1.6882
-1.9810 -1.2994 1.0235
1.7891 -0.9649 1.3503
-0.5157 2.3893 -0.5286
2.4918 0.4069 -0.5358
-2.0592 0.7048 0.4689
1.2407 2.4178 1.1966
-1.7587 0.1740 1.5304
3.6437 -0.1342 7.0237
-2.1944 -0.3100 -0.4157
2.0469 1.5352 0.2815
0.5028 -0.8160 -1.9265
0.2530 2.7082 -0.2212
-1.7498 -0.0231 1.9474
-2.2251 0.0294 0.6429
0.5007 -2.3652 -0.3524
-2.2177 1.1558 -0.9147
1.1950 1.9176 0.6657
-1.4536 0.5770 -2.1986
-1.0856 -2.2083 0.6032
0.2607 -0.4143 -2.4151
0.3804 -2.1610 1.1037
0.7372 0.2147 -2.1887
0.6103 -2.1654 0.6563
1.3147 1.1013 2.1367
-0.6663 -0.0339 -2.4842
2.3804 1.2660 -0.4573
1.3347 -0.2949 -0.6605
-0.6692 -1.6132 -1.8743
0.2276 2.1184 -1.6104
-1.7310 -0.2550 1.3637
-0.2472 -0.0603 -2.1069
-7.0487 1.2151 -13.7058